No. 1
A structure of composition C5H8O2 at a distorted geometry, computed with the ωB97M-V functional and the def2-TZVPD basis.

Lowest unoccupied orbital energy: 0.0212 hartree
F_max: 0.05064 Eh/bohr
Highest occupied orbital energy: -0.30985 hartree
Relative energy (zero: lowest compared OMol25 entry of this formula, charge and spin): 355.9 kJ/mol

Atoms and positions in Å:
C: 0.11 -0.88 -1.04
H: -0.31 -1.79 -1.48
H: 2.23 -1.62 -0.59
H: 1.58 1.85 -0.64
C: 1.16 -0.85 1.04
O: -1.75 1.69 0.92
H: -1.88 2.62 0.73
H: 1.83 1.13 -0.46
O: 1.35 -0.70 2.18
C: -1.08 1.06 -0.03
H: -0.94 1.69 -0.88
C: 1.33 -1.16 -0.24
H: -1.48 -0.89 0.56
C: -0.79 -0.26 0.00
H: 0.30 -0.18 -1.86



No. 2
A cluster of 2 separate species, C5H8O2 in total, computed with the ωB97M-V functional and the def2-TZVPD basis.

Lowest unoccupied orbital energy: 0.0382 hartree
F_max: 0.00947 Eh/bohr
SMILES string: C1=CO[C@@H]2C[C@@H]2O1.[H][H]
Highest occupied orbital energy: -0.29736 hartree
Relative energy (zero: lowest compared OMol25 entry of this formula, charge and spin): 369.7 kJ/mol

Atoms and positions in Å:
H: 2.70 1.02 0.19
H: -1.59 -2.63 -1.14
O: -0.15 -0.39 1.52
C: -0.89 -0.79 0.44
C: 0.52 1.51 0.03
H: 1.08 1.10 2.15
H: -1.33 -0.52 -1.63
C: 0.74 0.65 1.22
H: 0.60 2.59 0.10
O: -0.49 1.16 -0.87
C: -0.98 -0.11 -0.70
H: 1.66 -0.24 -0.62
C: 1.71 0.60 0.06
H: -1.41 -1.73 0.64
H: -2.17 -2.24 -1.40



No. 3
A structure of composition C5H8O2, computed with the ωB97M-V functional and the def2-TZVPD basis.

Lowest unoccupied orbital energy: 0.0201 hartree
F_max: 0.00670 Eh/bohr
Highest occupied orbital energy: -0.28713 hartree
Relative energy (zero: lowest compared OMol25 entry of this formula, charge and spin): 557.9 kJ/mol

Atoms and positions in Å:
H: -1.23 1.76 0.15
O: 0.49 -0.35 -1.72
C: 1.35 -0.29 -0.59
C: -0.75 0.09 -1.21
C: 0.36 0.30 0.37
C: -1.04 -1.09 0.24
H: 0.14 1.00 2.13
H: -1.16 -1.93 -0.45
H: 0.22 2.07 -0.90
O: 0.64 0.30 1.70
H: 1.66 -1.31 -0.32
H: -0.53 -1.48 1.13
H: -2.03 -0.73 0.55
H: 2.25 0.33 -0.73
C: -0.37 1.33 -0.36



No. 4
A structure of composition C5H8O2 at a distorted geometry, computed with the ωB97M-V functional and the def2-TZVPD basis.

Lowest unoccupied orbital energy: 0.0363 hartree
F_max: 0.04430 Eh/bohr
Highest occupied orbital energy: -0.35910 hartree
Relative energy (zero: lowest compared OMol25 entry of this formula, charge and spin): 314.2 kJ/mol

Atoms and positions in Å:
C: 0.95 0.67 0.32
H: -0.82 -2.07 -0.85
H: 3.01 0.07 0.42
H: -1.96 1.36 0.90
O: -2.15 -0.65 0.19
C: -0.32 0.24 -0.25
H: 2.02 -0.46 1.79
C: -1.75 0.73 0.03
H: -1.24 -0.90 -1.73
C: -1.04 -1.04 -0.64
H: 0.97 1.64 0.84
H: 1.85 -1.26 0.21
C: 2.03 -0.30 0.70
O: 0.64 0.82 -1.07
H: -2.21 1.15 -0.87



No. 5
A structure of composition C5H8O2, computed with the ωB97M-V functional and the def2-TZVPD basis.

Lowest unoccupied orbital energy: 0.0282 hartree
F_max: 0.01060 Eh/bohr
Highest occupied orbital energy: -0.32920 hartree
Relative energy (zero: lowest compared OMol25 entry of this formula, charge and spin): 240.6 kJ/mol

Atoms and positions in Å:
H: 0.54 -2.41 -0.29
C: 0.14 0.34 -0.50
H: -1.77 1.17 -0.75
O: -1.27 -0.96 1.20
O: 1.10 -0.53 -1.09
C: 0.57 0.81 0.86
H: 1.94 -1.61 0.51
H: -1.08 0.53 -2.25
C: 0.97 -1.46 0.02
C: -0.05 -0.55 0.70
H: -0.09 1.56 1.28
H: -1.26 -0.97 2.16
H: 1.63 0.92 1.10
H: -0.52 2.09 -1.61
C: -0.85 1.08 -1.34



No. 6
The molecule C5H8O2, computed with the ωB97M-V functional and the def2-TZVPD basis.

Lowest unoccupied orbital energy: 0.0266 hartree
F_max: 0.00795 Eh/bohr
Highest occupied orbital energy: -0.31362 hartree
Relative energy (zero: lowest compared OMol25 entry of this formula, charge and spin): 453.6 kJ/mol

Atoms and positions in Å:
O: 1.74 -1.21 -1.44
H: 0.98 0.70 -1.10
C: 1.21 -0.20 -0.52
H: -1.87 1.88 1.33
H: -1.55 -0.62 1.65
H: 0.10 -1.85 0.35
C: -0.88 1.43 1.24
C: -0.01 -0.78 0.14
C: 1.06 -1.56 -2.50
H: -0.36 1.57 2.20
H: 0.14 -0.91 -2.50
O: -1.27 -0.41 -0.42
C: -0.99 -0.03 0.92
H: -0.33 1.98 0.47
H: 2.02 0.01 0.18



No. 7
The molecule C5H8O2 at a distorted geometry, computed with the ωB97M-V functional and the def2-TZVPD basis.

Lowest unoccupied orbital energy: 0.0261 hartree
F_max: 0.05686 Eh/bohr
SMILES string: C/C=C\CC(=O)O
Highest occupied orbital energy: -0.36692 hartree
Relative energy (zero: lowest compared OMol25 entry of this formula, charge and spin): 120.1 kJ/mol

Atoms and positions in Å:
H: 0.00 -0.39 -1.94
C: 2.06 0.33 -0.19
H: -0.40 -0.96 1.83
O: 2.26 -0.97 -0.56
H: -1.02 -1.95 -1.91
H: -1.41 -1.79 0.29
H: 1.45 0.87 1.89
H: -1.78 -0.25 -1.60
C: -0.86 -0.88 -1.53
H: 1.64 -1.48 0.01
O: 2.65 1.20 -0.75
H: 0.65 1.46 0.45
C: 0.99 0.56 0.88
C: -0.68 -1.13 -0.07
C: 0.03 -0.63 0.90



No. 8
A cluster of 2 separate species, C5H8O2 in total, computed with the ωB97M-V functional and the def2-TZVPD basis.

Lowest unoccupied orbital energy: 0.0303 hartree
F_max: 0.01255 Eh/bohr
SMILES string: O=C1CC1.C=CO
Highest occupied orbital energy: -0.32758 hartree
Relative energy (zero: lowest compared OMol25 entry of this formula, charge and spin): 279.5 kJ/mol

Atoms and positions in Å:
C: -1.59 -0.99 0.37
O: -0.74 -2.04 0.54
H: -2.54 0.68 1.18
H: 2.79 1.08 -1.71
C: 1.43 0.28 -0.07
C: 1.90 1.31 -1.14
H: -0.71 -2.54 -0.29
H: 2.01 -0.62 0.08
H: 1.76 2.37 -0.92
O: -0.18 0.12 -2.06
C: 0.72 0.46 -1.34
H: -1.97 -0.84 -0.63
H: 0.96 0.67 0.84
C: -1.88 -0.15 1.37
H: -1.47 -0.29 2.36